Record 1
Here is 2 unconnected molecules or ions with the total composition C4H14N2O2 from the Open Molecules 2025 dataset. Energies are from ωB97M-V/def2-TZVPD.

CARTESIAN COORDINATES (ANGSTROEM)
C 1.4682 0.7041 2.1441
N 0.5927 -0.1994 1.4054
C -0.0551 0.1179 0.1467
C 0.2353 -1.0247 -0.8420
O -0.8101 -1.2200 -1.7385
C 0.2901 1.5133 -0.4322
N -0.5681 1.7384 -1.5682
H 2.3923 0.7833 1.5681
H 1.5346 0.3460 3.1686
H 0.9873 1.6776 2.2064
H 1.0058 -1.1322 1.3219
H -1.1424 0.0708 0.3221
H 0.3151 -1.9642 -0.2774
H 1.1962 -0.9032 -1.3541
H -1.1298 -0.3603 -2.0529
H 1.3240 1.4903 -0.7894
H 0.2793 2.2714 0.3617
H -0.0693 2.0722 -2.3745
H -1.4078 2.2844 -1.3974
H -2.0284 -2.6198 -0.7364
H -2.0916 -2.5708 0.8531
O -2.3185 -3.0749 0.0648

Cartesian forces, eV/Å:
-1.811 0.370 0.257
1.669 0.214 -1.387
0.008 0.105 0.266
-0.139 -0.669 0.053
-0.348 -0.012 -0.107
0.192 0.135 0.341
-0.306 -0.168 0.081
0.331 -0.135 0.291
0.669 -0.274 -0.109
0.165 0.076 -0.126
-0.490 -0.288 0.760
-0.044 0.130 0.103
-0.024 -0.001 -0.049
0.036 0.385 0.038
0.227 0.057 -0.118
-0.020 -0.161 0.077
-0.382 0.037 -0.310
-0.046 0.218 -0.101
0.340 -0.042 0.016
0.055 0.282 0.288
-0.049 0.107 -0.373
-0.033 -0.368 0.112

Computed properties:
orbital gap (alpha / beta): 10.88 / 6.01 eV
E_tot: -11441.0913 eV
ΔE to the lowest compared entry with this formula, charge and spin: 222.06 kJ/mol
net charge: +1
lowest unoccupied orbital energy (alpha / beta): -0.119 / -0.298 hartree
expectation value of S²: 0.754
spin multiplicity: 2

Atom charges from the Löwdin analysis, given in e for atoms 1 to 6:
1 C 0.016
2 N 0.155
3 C -0.254
4 C -0.220
5 O -0.042
6 C -0.209

***

Record 2
Here is 2 unconnected molecules or ions with the total composition C4H14N2OP from the Open Molecules 2025 dataset. Energies are from ωB97M-V/def2-TZVPD.

CARTESIAN COORDINATES (ANGSTROEM)
C 3.0098 0.9030 -0.6763
C 1.4966 -1.9360 0.2996
C -3.2699 0.0476 -1.2524
C 1.7372 0.4709 0.1098
N 1.3063 -0.8600 -0.2976
N 0.6460 1.3474 -0.2083
O -1.4388 0.1607 0.7576
P -2.9070 0.1643 0.5140
H 3.8525 0.6583 -0.1517
H 3.0326 1.9732 -0.7595
H 3.0164 0.4197 -1.7117
H 2.2299 -2.0748 1.1338
H 1.2231 -2.8423 -0.2219
H -3.6499 1.2721 1.0309
H -4.1410 -0.5452 -1.2886
H -2.4921 -0.4880 -1.7182
H -3.5398 0.9905 -1.8477
H 1.9908 0.5404 1.1652
H 0.9101 2.2959 0.1144
H 0.6564 1.4412 -1.2215
H -0.3474 1.1085 0.0661
H -3.6519 -0.7430 1.4350

Cartesian forces, eV/Å:
-2.804 -0.546 -2.131
2.361 -0.536 0.390
-1.163 1.762 0.153
2.120 -2.531 0.482
-0.919 1.549 -0.905
-0.255 2.833 -1.057
0.508 0.340 0.220
-1.638 0.438 1.337
2.146 -1.005 1.244
-0.046 0.672 -0.270
0.002 0.725 1.389
-0.916 0.291 -0.050
-0.524 -0.215 0.173
0.543 0.049 -0.541
-1.227 -0.909 -0.382
1.044 -0.607 -0.569
0.708 -1.076 1.334
-0.403 0.074 0.336
-0.477 -0.482 0.049
-0.241 -0.124 -0.348
0.273 -0.907 0.764
0.907 0.204 -1.617

Computed properties:
orbital gap: 10.65 eV
E_tot: -18684.4397 eV
ΔE to the lowest compared entry with this formula, charge and spin: 0.00 kJ/mol
net charge: +1
lowest unoccupied orbital energy: -0.100 hartree

Atom charges from the Löwdin analysis, given in e for atoms 1 to 6:
1 C -0.001
2 C -0.005
3 C -0.220
4 C -0.409
5 N 0.005
6 N 0.181

***

Record 3
Here is 3 unconnected molecules or ions with the total composition C4H14N2OS from the Open Molecules 2025 dataset. Energies are from ωB97M-V/def2-TZVPD.

CARTESIAN COORDINATES (ANGSTROEM)
N 0.8500 0.0152 -1.0018
C 0.0841 0.7733 -0.0278
C 0.6146 2.1856 0.2122
S 3.7540 -0.2901 -0.1659
C -1.4031 0.8013 -0.4507
N -2.2217 -0.3275 -0.1022
C -1.6849 -1.6317 -0.4743
H 0.9386 0.5103 -1.8966
H 1.8154 -0.0771 -0.6831
H 0.1766 0.2430 0.9192
H 0.5422 2.8103 -0.6786
H 0.0850 2.6685 1.0147
H 1.6732 2.1520 0.4911
H -1.4272 0.9267 -1.5460
H -1.8505 1.6972 -0.0183
H -2.3959 -0.3371 0.8880
H -0.8194 -1.9439 0.1117
H -1.3766 -1.6051 -1.5106
H -2.4741 -2.3891 -0.3990
H 2.1717 -1.6221 1.3014
H 1.6157 -2.6189 2.3153
O 1.3322 -1.9406 1.7012

Cartesian forces, eV/Å:
-0.248 0.306 -0.703
0.143 0.425 0.387
0.458 -0.153 -0.375
-0.433 0.246 -0.126
0.246 0.152 -0.444
-0.011 -0.338 0.003
-0.289 -0.178 -0.129
-0.247 -0.005 0.304
0.919 -0.706 0.456
-0.113 -0.248 0.045
-0.117 0.024 -0.120
-0.314 0.224 0.346
-0.053 -0.092 -0.015
-0.060 0.032 0.178
-0.052 -0.005 -0.014
-0.112 0.160 0.305
0.082 -0.024 0.079
0.079 0.029 -0.313
0.129 0.141 0.123
-0.619 -0.194 0.214
-0.012 -0.177 0.172
0.625 0.382 -0.373

Computed properties:
orbital gap: 4.84 eV
E_tot: -20233.9081 eV
ΔE to the lowest compared entry with this formula, charge and spin: 397.55 kJ/mol
net charge: 0
lowest unoccupied orbital energy: -0.139 hartree

Atom charges from the Löwdin analysis, given in e for atoms 1 to 6:
1 N 0.070
2 C -0.440
3 C -0.066
4 S 0.206
5 C -0.216
6 N -0.116